[1]
DFT (ωB97M-V with the def2-TZVPD basis set) results for a molecular structure, C32H37N6O3S3W.

Atoms and positions in Å:
W -0.387 -0.200 0.023
C -2.490 0.403 -3.603
C -2.033 0.890 -2.271
O -1.095 0.142 -1.682
C -2.451 2.020 -1.666
C -1.980 2.485 -0.398
C -2.465 3.818 0.072
N -1.188 1.769 0.361
N -0.901 2.353 1.593
C -0.444 1.449 2.396
O -0.303 0.205 1.987
C -0.011 1.753 3.766
C -0.288 3.002 4.320
C 0.144 3.295 5.600
C 0.852 2.347 6.328
C 1.130 1.104 5.778
C 0.698 0.803 4.496
H -2.439 -0.682 -3.646
H -1.859 0.812 -4.394
H -3.515 0.721 -3.787
H -3.176 2.633 -2.179
H -2.968 4.346 -0.733
H -1.639 4.412 0.459
H -3.160 3.677 0.901
H -0.840 3.733 3.745
H -0.071 4.261 6.035
H 1.188 2.581 7.329
H 1.683 0.370 6.347
H 0.912 -0.162 4.059
C 0.201 -2.019 -3.441
C 1.290 -1.641 -2.489
N 1.634 -0.411 -2.402
N 2.848 -0.097 -1.848
C 2.916 0.542 -0.760
S 1.709 0.892 0.483
S 4.532 1.075 -0.246
C 4.210 2.836 0.104
C 3.493 3.559 -1.000
C 2.181 3.986 -0.815
C 1.503 4.639 -1.835
C 2.129 4.866 -3.050
C 3.440 4.448 -3.239
C 4.116 3.799 -2.220
C 1.849 -2.722 -1.638
C 2.749 -3.693 -2.051
C 3.158 -4.688 -1.174
C 2.667 -4.731 0.122
C 1.758 -3.778 0.561
C 1.367 -2.795 -0.331
O 0.472 -1.835 0.082
H -0.210 -1.131 -3.911
H -0.579 -2.618 -2.973
H 0.649 -2.641 -4.222
H 5.222 3.220 0.243
H 3.684 2.954 1.051
H 1.699 3.822 0.141
H 0.489 4.985 -1.677
H 1.605 5.379 -3.846
H 3.937 4.633 -4.181
H 5.136 3.468 -2.376
H 3.141 -3.665 -3.059
H 3.864 -5.435 -1.507
H 2.995 -5.507 0.801
H 1.365 -3.786 1.568
C -5.177 -2.657 0.247
N -4.045 -3.097 1.033
C -2.728 -2.836 0.619
S -2.512 -0.885 0.763
N -1.841 -3.380 1.618
C -1.635 -4.823 1.544
H -6.087 -2.925 0.779
H -5.202 -3.170 -0.714
H -5.185 -1.575 0.066
H -4.130 -2.925 2.027
H -0.970 -2.878 1.628
H -2.601 -5.322 1.475
H -1.160 -5.154 2.465
H -1.018 -5.145 0.696
C -2.501 -3.276 -0.819
H -1.466 -3.125 -1.107
H -2.724 -4.340 -0.906
H -3.138 -2.732 -1.516

multiplicity: 1
total charge: +1
Kohn-Sham gap: 0.212 Ha

=====

[2]
DFT (ωB97M-V with the def2-TZVPD basis set) results for a molecular structure, C32H37N7O3STi.

Atoms and positions in Å:
Ti 0.431 0.060 -0.621
C -6.252 1.683 -0.873
C -5.654 2.051 0.432
N -6.214 2.753 1.362
N -5.260 2.782 2.352
C -4.090 2.188 2.018
S -2.703 2.058 2.917
N -4.379 1.687 0.776
N -3.589 0.913 -0.071
H -7.274 2.053 -0.915
H -6.231 0.600 -1.000
H -5.667 2.110 -1.688
H -5.354 3.407 3.131
H -3.084 1.525 -0.707
H -2.873 0.422 0.466
O -0.994 -3.296 -2.765
C -0.136 -2.716 -2.064
O -0.245 -1.412 -1.791
C 1.017 -3.401 -1.528
C 1.980 -2.785 -0.655
C 3.116 -3.443 -0.247
C 3.388 -4.765 -0.662
C 2.412 -5.415 -1.459
C 1.271 -4.773 -1.870
H 1.803 -1.795 -0.240
H 3.803 -2.930 0.420
H 4.286 -5.279 -0.341
H 2.570 -6.449 -1.760
H 0.539 -5.280 -2.487
C 3.970 0.645 -4.023
C 4.118 1.156 -2.743
C 3.094 0.995 -1.828
N 1.944 0.367 -2.118
C 1.810 -0.134 -3.358
C 2.791 -0.013 -4.328
H 4.758 0.747 -4.759
H 5.021 1.667 -2.436
H 3.174 1.351 -0.813
H 0.883 -0.657 -3.545
H 2.621 -0.450 -5.303
C -2.519 3.698 -2.453
C -2.312 2.498 -3.128
C -1.453 1.535 -2.601
C -0.757 1.705 -1.383
C -0.982 2.943 -0.747
C -1.840 3.915 -1.256
H -3.193 4.450 -2.852
H -2.834 2.306 -4.062
H -1.352 0.590 -3.130
H -0.506 3.128 0.209
H -1.990 4.842 -0.709
C 1.766 -1.155 2.865
C 2.552 0.124 2.801
C 3.510 0.418 3.755
C 4.209 1.625 3.751
C 3.885 2.558 2.774
C 2.929 2.306 1.798
C 2.568 3.394 0.816
C 2.262 1.038 1.736
N 1.402 0.717 0.757
H 1.900 -1.643 3.835
H 2.056 -1.862 2.080
H 0.706 -0.935 2.713
H 3.709 -0.315 4.532
H 4.963 1.836 4.500
H 4.383 3.525 2.771
H 2.171 4.272 1.336
H 1.805 3.037 0.127
H 3.433 3.729 0.233
C -1.552 -4.076 2.095
N -1.795 -2.674 1.822
C -2.561 -1.870 2.761
C -1.068 -2.045 0.892
O -1.103 -0.827 0.740
H -2.497 -4.610 2.208
H -0.960 -4.208 3.005
H -1.005 -4.512 1.259
H -2.946 -2.519 3.546
H -3.399 -1.382 2.260
H -1.944 -1.083 3.196
H -0.441 -2.697 0.271

expectation value of S²: 2.03
multiplicity: 3
total charge: -2
Kohn-Sham gap (alpha / beta): 0.101 / 0.197 Ha

=====

[3]
DFT (ωB97M-V with the def2-TZVPD basis set) results for a molecular structure, C32H38AsClMoNO3PSe3Te.

Atoms and positions in Å:
Mo 1.148 -0.218 1.154
Se 2.188 -1.923 -0.203
Se 4.258 -2.624 0.680
Te 5.303 -0.522 1.567
Se 3.315 0.942 1.747
C -0.287 -3.967 1.217
C -0.453 -3.808 -0.270
C -0.200 -4.901 -1.091
C -0.303 -4.812 -2.470
C -0.663 -3.610 -3.057
C -0.925 -2.510 -2.256
C -0.839 -2.596 -0.867
P -1.015 -1.084 0.150
C -2.544 -1.378 1.127
C -3.221 -2.593 1.012
C -4.355 -2.862 1.761
C -4.832 -1.904 2.641
C -4.190 -0.682 2.731
C -3.055 -0.392 1.979
C -2.478 0.990 2.081
C -1.510 0.198 -1.021
C -2.752 0.250 -1.656
C -3.029 1.279 -2.536
C -2.058 2.251 -2.781
C -0.833 2.195 -2.143
C -0.542 1.167 -1.240
C 0.772 1.133 -0.504
H -1.163 -4.441 1.665
H -0.149 -3.014 1.723
H 0.584 -4.585 1.435
H 0.107 -5.835 -0.633
H -0.085 -5.676 -3.085
H -0.732 -3.522 -4.133
H -1.189 -1.570 -2.724
H -2.869 -3.339 0.314
H -4.858 -3.815 1.655
H -5.707 -2.103 3.246
H -4.574 0.078 3.401
H -3.130 1.698 1.557
H -1.481 1.080 1.663
H -2.408 1.293 3.127
H -3.493 -0.515 -1.456
H -3.990 1.331 -3.031
H -2.266 3.055 -3.476
H -0.081 2.949 -2.347
H 0.935 2.128 -0.097
H 1.587 0.993 -1.219
N 3.940 0.805 -2.024
C 3.445 0.853 -3.322
C 4.017 1.696 -4.277
C 3.470 1.793 -5.546
C 2.343 1.060 -5.895
C 1.774 0.220 -4.947
C 2.312 0.112 -3.675
H 4.911 1.048 -1.910
H 3.683 -0.010 -1.484
H 4.892 2.280 -4.015
H 3.931 2.452 -6.272
H 1.923 1.134 -6.889
H 0.898 -0.366 -5.198
H 1.867 -0.557 -2.947
Cl -1.226 -2.702 4.759
C 0.403 -1.983 4.844
C 0.843 -1.448 3.504
O 1.961 -1.677 3.049
O 0.003 -0.723 2.845
H 1.105 -2.742 5.173
H 0.364 -1.167 5.563
C 1.906 4.205 1.006
As 0.767 3.388 2.319
C 1.476 3.888 4.021
C -0.928 4.256 2.128
O 0.559 1.743 2.271
H 2.082 5.234 1.321
H 1.418 4.198 0.033
H 2.846 3.662 0.944
H 1.505 4.974 4.109
H 2.479 3.475 4.111
H 0.839 3.465 4.795
H -0.802 5.338 2.139
H -1.574 3.946 2.947
H -1.368 3.941 1.182

multiplicity: 1
Kohn-Sham gap (alpha / beta): 0.236 / 0.193 Ha

=====

[4]
DFT (ωB97M-V with the def2-TZVPD basis set) results for 3 unconnected molecules or ions with the total composition C32H38BNO2S.

Atoms and positions in Å:
C 3.011 3.371 0.854
C 1.683 3.050 0.278
C 1.355 2.923 -1.062
C 0.016 2.535 -1.265
C -0.637 2.174 -0.086
B 2.032 -2.055 0.071
C -2.046 1.919 0.031
C -2.688 1.898 1.279
C -4.068 1.756 1.412
C -4.884 1.678 0.239
N -6.238 1.608 0.318
C -7.030 1.664 -0.893
C -6.952 1.728 1.570
C -4.247 1.692 -1.035
C -2.857 1.793 -1.132
O 2.797 -1.952 -1.069
C 4.163 -2.109 -0.648
C 4.599 -3.529 -0.970
C 5.076 -1.258 -1.485
C 4.117 -1.793 0.880
C 4.954 -2.711 1.739
C 4.487 -0.355 1.192
O 2.726 -1.974 1.248
S 0.273 2.833 1.268
H 3.729 3.431 0.026
H 3.006 4.342 1.372
H 3.312 2.594 1.576
H 2.094 3.121 -1.835
H -0.413 2.401 -2.258
H -2.095 2.009 2.186
H -4.529 1.766 2.398
H -6.884 2.607 -1.437
H -6.771 0.836 -1.561
H -8.077 1.565 -0.611
H -6.671 0.937 2.271
H -6.792 2.696 2.061
H -8.011 1.620 1.345
H -4.845 1.687 -1.953
H -2.406 1.797 -2.120
H 5.682 -3.614 -0.771
H 4.057 -4.314 -0.422
H 4.452 -3.709 -2.044
H 6.110 -1.450 -1.132
H 5.023 -1.589 -2.527
H 4.866 -0.179 -1.454
H 6.016 -2.575 1.477
H 4.821 -2.473 2.803
H 4.685 -3.766 1.607
H 5.563 -0.226 1.018
H 3.923 0.371 0.589
H 4.294 -0.139 2.252
C 0.459 -0.074 0.043
C 0.080 -0.496 -1.285
C -1.247 -0.946 -1.577
C -1.735 -0.976 -2.884
C -0.893 -0.675 -3.965
C 0.475 -0.418 -3.713
C 0.938 -0.319 -2.404
C -0.075 -0.784 1.176
C -0.427 -0.193 2.418
C -1.271 -0.850 3.314
C -1.657 -2.180 3.087
C -1.185 -2.857 1.936
C -0.343 -2.181 1.042
H 1.281 0.663 0.202
H -1.926 -1.192 -0.746
H -2.783 -1.259 -3.065
H -1.286 -0.707 -4.990
H 1.179 -0.296 -4.553
H 1.984 -0.048 -2.224
H -0.031 0.811 2.655
H -1.632 -0.328 4.221
H -2.286 -2.710 3.817
H -1.465 -3.900 1.745
H 0.063 -2.720 0.160

multiplicity: 1
Kohn-Sham gap: 0.195 Ha

=====

[5]
DFT (ωB97M-V with the def2-TZVPD basis set) results for a molecular structure, C32H38BaN6O2S2.

Atoms and positions in Å:
Ba -0.288 0.407 0.076
C 3.050 -1.246 1.902
C 3.123 -2.148 0.646
C 2.017 -3.167 0.648
C 2.259 -4.515 0.899
C 1.190 -5.397 0.933
C -0.089 -4.907 0.717
C -0.237 -3.552 0.462
N 0.785 -2.701 0.420
N 2.763 0.135 1.531
C 3.875 0.795 0.854
C 3.466 1.477 -0.434
C 3.736 2.826 -0.636
C 3.388 3.416 -1.840
C 2.781 2.637 -2.811
C 2.543 1.304 -2.519
N 2.865 0.730 -1.363
C 2.291 0.947 2.651
C 1.062 0.415 3.343
C 0.787 0.811 4.647
C -0.382 0.375 5.248
C -1.227 -0.467 4.542
C -0.861 -0.822 3.257
N 0.249 -0.385 2.664
H 3.973 -1.335 2.498
H 2.224 -1.584 2.521
H 4.092 -2.641 0.570
H 2.987 -1.506 -0.226
H 3.270 -4.864 1.062
H 1.354 -6.449 1.126
H -0.950 -5.561 0.741
H -1.218 -3.124 0.275
H 4.642 0.055 0.608
H 4.347 1.539 1.506
H 4.209 3.406 0.146
H 3.585 4.466 -2.015
H 2.495 3.050 -3.768
H 2.082 0.659 -3.261
H 2.019 1.929 2.254
H 3.082 1.094 3.405
H 1.470 1.466 5.171
H -0.631 0.687 6.254
H -2.153 -0.827 4.966
H -1.485 -1.480 2.664
C -1.107 0.652 -3.798
C -0.522 -0.740 -4.097
N 0.107 -1.278 -2.903
C 0.036 -2.710 -2.689
C -1.393 -3.230 -2.508
S -2.477 -2.254 -1.413
C -3.417 -1.224 -2.597
C -3.183 0.282 -2.494
N -1.789 0.687 -2.517
H -1.759 0.956 -4.631
H -0.276 1.360 -3.740
H 0.172 -0.657 -4.944
H -1.319 -1.412 -4.410
H 1.066 -0.966 -2.826
H 0.593 -2.914 -1.773
H 0.496 -3.294 -3.504
H -1.339 -4.218 -2.048
H -1.911 -3.342 -3.460
H -4.468 -1.415 -2.378
H -3.210 -1.607 -3.594
H -3.596 0.615 -1.542
H -3.766 0.761 -3.300
H -1.723 1.624 -2.136
O -0.225 2.287 1.485
C -0.993 2.733 0.601
O -0.735 2.614 -0.627
C -2.336 3.271 1.002
C -2.598 4.624 1.145
C -3.864 5.064 1.502
C -4.872 4.130 1.707
C -4.614 2.777 1.569
C -3.338 2.313 1.220
S -3.056 0.595 1.068
H -1.799 5.338 0.977
H -4.064 6.121 1.618
H -5.868 4.460 1.975
H -5.398 2.047 1.725

multiplicity: 1
Kohn-Sham gap: 0.240 Ha

=====

[6]
DFT (ωB97M-V with the def2-TZVPD basis set) results for a molecular structure, C32H38Br3N2O7PRuSSi.

Atoms and positions in Å:
Ru -0.091 -0.203 0.927
Br -1.913 2.832 4.543
C -0.334 1.802 4.510
C 0.569 1.909 5.586
C 1.718 1.178 5.611
Br 2.892 1.352 7.086
C 2.038 0.311 4.536
C 3.210 -0.473 4.434
C 3.427 -1.248 3.333
C 2.480 -1.238 2.294
N 1.389 -0.524 2.370
C 1.124 0.236 3.474
C -0.111 0.956 3.453
O -0.938 0.808 2.429
H 0.336 2.582 6.399
H 3.933 -0.444 5.238
H 4.316 -1.853 3.237
H 2.621 -1.809 1.386
C -5.268 -1.223 -3.720
Si -3.420 -1.465 -3.638
C -3.052 -3.259 -3.347
C -2.614 -0.890 -5.217
C -2.803 -0.276 -2.290
C -3.298 1.030 -2.335
C -2.948 1.985 -1.395
C -2.064 1.630 -0.396
N -1.552 0.404 -0.361
C -1.897 -0.542 -1.264
S -1.097 -2.051 -0.948
H -5.706 -1.903 -4.453
H -5.543 -0.208 -4.007
H -5.725 -1.435 -2.751
H -3.581 -3.839 -4.108
H -3.385 -3.596 -2.365
H -1.987 -3.473 -3.430
H -2.998 -1.449 -6.073
H -1.535 -1.046 -5.168
H -2.791 0.171 -5.401
H -3.996 1.307 -3.117
H -3.352 2.987 -1.428
H -1.749 2.299 0.395
Br -5.405 -6.170 3.588
C -4.049 -4.889 3.928
C -3.636 -4.667 5.231
C -2.641 -3.729 5.471
C -2.062 -3.035 4.421
C -2.496 -3.265 3.122
C -3.499 -4.190 2.868
C -1.903 -2.496 1.981
O -2.635 -2.344 0.971
O -0.737 -2.049 2.131
H -4.087 -5.218 6.045
H -2.318 -3.543 6.487
H -1.277 -2.311 4.594
H -3.845 -4.346 1.857
C 0.155 4.289 -2.217
C 1.484 3.628 -1.891
C 2.106 4.243 -0.648
C 2.440 3.703 -3.070
O 1.166 2.226 -1.693
P 1.805 1.254 -0.616
O 1.539 1.710 0.784
O 1.186 -0.119 -0.870
O 3.357 1.260 -0.918
C 4.080 0.371 -1.819
C 4.162 -0.999 -1.166
C 5.454 1.005 -1.940
C 3.390 0.297 -3.171
H 0.309 5.337 -2.477
H -0.509 4.242 -1.354
H -0.322 3.785 -3.057
H 2.329 5.288 -0.868
H 3.037 3.745 -0.374
H 1.431 4.193 0.205
H 2.658 4.745 -3.311
H 2.004 3.224 -3.946
H 3.379 3.205 -2.826
H 4.632 -0.917 -0.185
H 4.763 -1.669 -1.784
H 3.166 -1.427 -1.056
H 5.898 1.134 -0.954
H 5.386 1.981 -2.421
H 6.108 0.369 -2.538
H 2.377 -0.095 -3.082
H 3.962 -0.369 -3.820
H 3.349 1.280 -3.641

expectation value of S²: 6.02
multiplicity: 5
Kohn-Sham gap (alpha / beta): 0.282 / 0.227 Ha

=====

The following max |F| values (in eV/Å) correspond, in order, to the records above: 0.68, 0.72, 0.96, 4.71, 5.96, 0.46.